No. 1
A structure of composition C20H23HfNO6S in a non-equilibrium geometry, computed with ωB97M-V/def2-TZVPD.

The geometry in XYZ format:
```
52
Properties=species:S:1:pos:R:3:forces:R:3
Hf -12.346 -1.482 6.042 -0.624 2.203 -1.518
O -13.711 -2.400 4.442 -0.187 -0.112 0.239
C -14.904 -3.159 4.890 0.110 0.591 -0.773
C -14.443 -3.949 6.040 0.078 0.456 1.373
N -13.903 -2.976 7.050 0.771 -0.388 -0.435
C -14.931 -2.164 7.683 0.604 0.925 0.083
C -14.850 -0.704 7.257 -0.627 0.406 0.976
O -15.477 0.081 7.906 0.209 0.356 -0.605
O -14.022 -0.445 6.248 -0.332 0.107 0.372
C -13.038 -3.688 7.992 0.233 -0.210 0.741
C -11.688 -3.971 7.353 -0.006 -0.522 -0.005
O -11.004 -4.903 7.585 0.284 -0.731 0.542
O -11.332 -3.045 6.450 0.551 -0.747 0.071
H -13.471 -2.692 3.571 0.222 -0.213 -0.767
H -15.260 -3.821 4.103 0.027 0.281 -0.215
H -15.671 -2.409 5.142 0.283 -0.362 -0.169
H -13.647 -4.647 5.809 0.062 -0.111 -0.338
H -15.272 -4.501 6.473 -0.147 -0.193 0.199
H -14.770 -2.111 8.752 -0.213 -0.335 0.249
H -15.928 -2.472 7.471 -0.798 -0.618 0.013
H -13.460 -4.633 8.321 -0.136 -0.118 0.109
H -12.877 -3.066 8.886 -0.009 -0.176 -0.263
O -11.813 -0.606 7.896 -0.529 -0.607 -0.406
S -10.373 -0.732 8.443 0.803 0.563 0.936
C -9.559 0.623 7.481 0.125 -0.716 0.315
C -9.967 0.284 6.081 -0.487 -0.168 -0.695
C -9.474 -0.843 5.412 0.312 -0.172 0.181
C -10.011 -1.305 4.212 -0.630 -0.110 0.374
C -11.135 -0.671 3.661 0.256 0.299 0.446
C -11.624 0.500 4.281 0.023 -0.229 -0.284
C -11.059 0.942 5.483 -0.279 0.070 -0.023
C -10.481 0.018 10.134 0.640 0.036 -0.285
C -11.268 1.283 10.156 0.308 -0.378 -0.602
C -12.655 1.206 10.003 0.557 -0.033 0.783
C -13.397 2.354 10.146 -1.170 -0.083 -0.596
C -12.770 3.553 10.396 0.189 1.025 0.379
C -11.381 3.631 10.463 -0.315 -0.156 -0.229
C -10.601 2.507 10.284 -0.543 -0.595 0.458
H -8.475 0.525 7.689 -0.568 0.202 -0.213
H -9.995 1.557 7.846 0.203 0.008 -0.065
H -8.707 -1.457 5.866 0.204 0.140 0.063
H -9.618 -2.231 3.811 -0.031 0.103 -0.203
H -11.610 -1.058 2.773 0.069 0.087 -0.216
H -12.446 1.047 3.810 0.169 -0.189 0.373
H -11.544 1.757 6.004 0.116 0.237 -0.013
H -9.425 0.116 10.456 -0.419 0.066 -0.284
H -10.906 -0.759 10.754 -0.231 -0.350 0.005
H -13.165 0.252 9.931 0.126 0.029 -0.142
H -14.482 2.278 10.007 0.430 0.226 0.291
H -13.331 4.473 10.605 0.084 -0.535 -0.276
H -10.925 4.568 10.673 0.326 0.635 0.090
H -9.520 2.528 10.390 -0.093 0.105 -0.041
```
Forces are in eV/Å.

Properties
Charge: +2
Frontier orbital gap in eV: 7.6746
Spin multiplicity: 1



No. 2
A structure of composition C50H54BaClN2O7SSbSi in a non-equilibrium geometry, computed with ωB97M-V/def2-TZVPD.

The geometry in XYZ format:
```
118
Properties=species:S:1:pos:R:3:forces:R:3
Ba -16.847 -6.662 16.084 0.247 1.412 -1.106
C -17.410 -3.535 15.881 -0.091 -1.535 -1.054
Si -18.262 -1.986 16.040 0.450 -1.211 1.308
C -18.716 -1.601 17.920 -0.037 -0.023 -2.026
N -18.192 -2.433 18.933 0.257 -0.043 1.858
C -18.786 -3.741 19.147 0.822 -0.785 -0.689
C -18.286 -4.392 20.471 -1.017 -0.706 -1.741
C -18.315 -3.313 21.497 1.488 0.407 0.734
C -17.215 -2.287 21.157 0.472 0.545 1.443
C -16.965 -2.086 19.677 0.591 -2.985 -2.109
C -19.845 -2.132 14.982 -1.276 2.523 0.309
C -20.076 -3.066 14.010 0.895 -3.378 -0.292
C -21.268 -3.213 13.288 -0.358 1.052 1.172
C -22.232 -2.234 13.464 1.088 0.423 -0.070
C -21.978 -1.093 14.227 1.159 -1.378 0.831
C -20.863 -1.119 15.070 0.322 -1.019 -1.582
C -17.344 -0.453 15.381 -0.010 0.999 -2.521
C -16.635 0.644 15.941 -1.109 -2.175 0.887
C -16.108 1.669 15.241 -0.226 0.517 -1.565
C -16.120 1.557 13.844 0.833 -0.260 0.910
C -16.578 0.436 13.197 -0.901 0.133 -0.027
C -17.350 -0.470 13.949 0.721 0.706 0.468
H -16.535 -3.838 16.456 0.169 0.504 0.247
H -17.289 -3.942 14.833 -0.015 0.641 0.788
H -19.790 -1.633 17.975 -0.984 -0.002 0.048
H -18.475 -0.557 18.047 0.336 0.578 0.535
H -18.679 -4.335 18.218 0.704 -0.290 0.425
H -19.872 -3.806 19.219 -0.612 1.234 0.288
H -17.318 -4.931 20.350 -0.487 0.755 0.252
H -19.044 -5.152 20.710 0.256 -0.116 0.016
H -17.965 -3.752 22.431 -0.499 0.045 0.436
H -19.268 -2.781 21.669 0.127 -0.640 -0.420
H -16.307 -2.598 21.722 -0.211 0.168 -0.708
H -17.523 -1.363 21.655 0.092 0.317 -0.229
H -16.103 -2.823 19.297 -1.453 1.497 0.986
H -16.645 -1.104 19.353 -0.082 0.363 0.289
H -19.363 -3.938 13.969 -0.468 1.133 -0.209
H -21.565 -4.082 12.720 0.559 -0.174 -0.138
H -23.148 -2.388 12.990 -1.539 0.120 -0.895
H -22.601 -0.231 14.250 -0.805 0.357 0.050
H -20.784 -0.296 15.718 0.504 0.978 0.975
H -16.496 0.637 16.991 -0.136 0.142 1.141
H -15.773 2.559 15.754 0.356 0.019 -0.089
H -15.614 2.266 13.266 0.639 1.267 -0.775
H -16.410 0.407 12.099 -0.511 -0.379 0.842
H -17.973 -1.142 13.394 0.018 -0.732 -0.003
C -17.782 -6.711 12.217 -0.353 -0.105 2.025
C -16.577 -5.833 12.226 0.427 0.177 -0.564
C -15.991 -5.078 11.192 -2.314 -0.598 -1.126
C -14.925 -4.419 11.709 1.286 -1.087 3.138
C -14.770 -4.895 13.051 -0.691 0.388 -0.866
C -13.671 -4.679 14.053 0.095 0.052 0.247
N -15.840 -5.706 13.365 0.767 -0.015 -0.201
H -18.017 -7.113 11.260 -0.234 -0.143 -0.933
H -18.688 -6.149 12.611 0.704 -0.773 -0.355
H -17.581 -7.616 12.881 -0.420 1.017 -0.597
H -16.257 -4.895 10.137 -0.469 -0.523 0.630
H -14.351 -3.763 11.148 1.396 1.146 -0.661
H -13.868 -3.806 14.705 0.062 -0.513 0.008
H -12.683 -4.505 13.596 -0.352 0.006 -0.149
H -13.554 -5.605 14.656 -0.159 0.679 -0.060
C -11.150 -10.062 21.386 -1.358 -0.685 0.061
C -12.020 -9.041 20.706 -1.297 2.058 0.908
C -13.157 -8.528 21.439 0.268 -0.446 -2.890
C -14.033 -7.672 20.727 0.862 -0.603 -0.836
C -13.785 -7.228 19.410 2.027 -0.703 0.868
C -12.500 -7.486 18.838 -0.796 0.252 -0.192
C -11.675 -8.428 19.479 -0.937 0.272 1.070
S -14.886 -6.053 18.677 -3.075 0.877 -3.671
O -14.792 -4.850 19.460 0.726 -0.121 0.254
O -16.387 -6.481 18.634 3.492 -0.334 0.784
O -14.446 -5.957 17.213 -0.450 -0.428 3.033
H -10.538 -9.607 22.159 0.150 0.025 0.078
H -10.512 -10.529 20.626 -0.144 -0.309 0.477
H -11.886 -10.783 21.900 1.510 0.626 -0.833
H -13.420 -8.990 22.386 -0.035 0.346 0.006
H -14.973 -7.335 21.071 -0.837 0.092 1.027
H -12.188 -6.914 17.915 -0.461 -1.003 1.073
H -10.686 -8.648 19.145 0.466 -0.130 -0.748
O -16.785 -10.904 16.224 -0.810 0.990 -2.411
Cl -17.109 -9.919 15.160 0.264 1.867 2.531
O -18.166 -8.988 15.727 0.621 -1.828 -1.120
O -17.534 -10.474 13.881 0.403 0.027 1.608
O -15.939 -9.022 14.999 -0.702 -1.417 -0.533
C -19.620 -15.086 10.947 0.828 2.808 1.090
C -20.363 -15.339 12.092 -0.893 1.069 1.487
C -20.044 -14.619 13.293 0.168 -1.467 -2.244
C -18.922 -13.827 13.321 0.159 -0.140 2.149
C -18.356 -13.365 12.172 1.144 0.550 -1.775
C -18.698 -13.980 10.977 -0.687 -1.113 -0.165
Sb -17.980 -13.763 15.278 0.679 0.870 0.559
C -15.798 -13.549 14.787 0.577 0.772 1.214
C -15.057 -12.571 14.103 0.171 -0.761 -0.160
C -13.637 -12.540 14.170 -1.999 -0.020 0.510
C -12.925 -13.358 14.979 0.510 -2.044 0.694
C -13.649 -14.317 15.724 1.045 0.942 0.017
C -15.021 -14.275 15.719 -0.668 -0.885 -0.256
C -17.712 -15.923 15.625 0.387 -0.284 -0.517
C -17.914 -16.615 16.847 -0.412 0.347 -1.043
C -17.714 -17.984 16.909 0.244 -0.469 -0.210
C -17.280 -18.659 15.736 -0.386 -0.742 1.384
C -16.932 -18.004 14.574 -0.328 1.739 0.682
C -17.156 -16.607 14.530 -0.626 -0.860 1.312
H -19.819 -15.332 9.947 -0.670 -1.360 -0.946
H -21.303 -15.914 12.198 0.854 -0.059 -0.754
H -20.661 -14.735 14.157 -0.126 -0.419 0.582
H -17.657 -12.507 12.175 -0.204 -0.773 0.113
H -18.286 -13.672 10.007 -0.028 0.034 0.560
H -15.558 -11.809 13.536 -0.078 0.088 -0.377
H -13.088 -11.812 13.684 0.606 1.611 -1.250
H -11.816 -13.314 15.019 -0.921 -0.032 -0.031
H -13.120 -15.030 16.352 -0.155 0.223 0.153
H -15.513 -14.869 16.479 -0.127 -0.366 -0.208
H -18.359 -16.120 17.695 0.171 0.307 0.203
H -17.873 -18.516 17.889 0.055 0.412 -1.352
H -17.292 -19.750 15.779 0.456 0.229 -0.063
H -16.438 -18.498 13.767 -0.101 -0.404 -0.514
H -16.987 -16.011 13.668 0.443 0.057 -0.913
```
Forces are in eV/Å.

Properties
Charge: -2
Frontier orbital gap in eV: 4.3827
Spin multiplicity: 1



No. 3
A structure of composition C4H7NOS2 in a non-equilibrium geometry, computed with ωB97M-V/def2-TZVPD.

The geometry in XYZ format:
```
15
Properties=species:S:1:pos:R:3:forces:R:3
C -0.392 2.339 1.528 -1.769 -1.933 -6.759
C -0.106 -0.359 0.537 1.531 0.871 0.271
C -0.408 -1.180 -1.713 3.078 -5.612 -0.872
C 0.511 -1.272 -0.470 0.709 1.998 -3.779
H -0.109 1.969 2.370 0.825 -2.460 5.538
H -1.403 2.203 1.111 0.173 -0.002 1.078
H -0.147 3.314 1.497 0.996 3.374 -0.468
H 0.289 -0.761 1.464 -0.946 0.455 0.740
H -0.122 -1.959 -2.648 -0.724 2.894 2.040
H 0.770 -2.299 -0.195 -0.383 0.203 0.394
H 2.179 -1.507 -1.298 -0.848 3.706 0.276
N -1.552 -0.849 -1.463 -3.537 0.935 -1.298
O 1.667 -0.601 -1.072 2.740 -4.828 0.208
S 0.655 1.393 0.257 -0.873 -0.234 0.955
S -1.832 -0.432 0.096 -0.973 0.633 1.674
```
Forces are in eV/Å.

Properties
Frontier orbital gap in eV: 8.9518
Spin multiplicity: 1



No. 4
A structure of composition C3H6N4O in a non-equilibrium geometry, computed with ωB97M-V/def2-TZVPD.

The geometry in XYZ format:
```
14
Properties=species:S:1:pos:R:3:forces:R:3
C 0.128 0.809 -0.735 -2.862 3.696 -0.425
C 0.432 -0.357 -1.307 0.431 0.877 1.010
C 0.438 -1.268 -0.168 -3.131 2.411 -2.455
H -0.431 2.461 -2.206 0.524 -0.781 0.631
H -0.313 2.961 -0.430 0.177 -3.270 -3.341
H 0.664 -0.352 -2.324 0.720 -1.008 -1.180
H -0.712 -1.711 2.454 0.542 0.528 -0.081
H 0.796 -2.154 1.636 -2.421 3.429 1.373
H -1.062 0.996 0.789 -3.196 2.627 0.639
N -0.296 2.130 -1.250 0.851 0.699 4.252
N -0.433 -0.689 0.811 2.749 -2.289 0.729
N 0.080 -1.174 2.059 0.707 -3.295 -0.118
N -0.198 0.656 0.625 2.204 0.868 -0.802
O 0.906 -2.310 0.046 2.707 -4.491 -0.231
```
Forces are in eV/Å.

Properties
Frontier orbital gap in eV: 9.8360
Spin multiplicity: 1



What did the third record say?
A structure of composition C4H7NOS2 in a non-equilibrium geometry, computed with ωB97M-V/def2-TZVPD.

The geometry in XYZ format:
```
15
Properties=species:S:1:pos:R:3:forces:R:3
C -0.392 2.339 1.528 -1.769 -1.933 -6.759
C -0.106 -0.359 0.537 1.531 0.871 0.271
C -0.408 -1.180 -1.713 3.078 -5.612 -0.872
C 0.511 -1.272 -0.470 0.709 1.998 -3.779
H -0.109 1.969 2.370 0.825 -2.460 5.538
H -1.403 2.203 1.111 0.173 -0.002 1.078
H -0.147 3.314 1.497 0.996 3.374 -0.468
H 0.289 -0.761 1.464 -0.946 0.455 0.740
H -0.122 -1.959 -2.648 -0.724 2.894 2.040
H 0.770 -2.299 -0.195 -0.383 0.203 0.394
H 2.179 -1.507 -1.298 -0.848 3.706 0.276
N -1.552 -0.849 -1.463 -3.537 0.935 -1.298
O 1.667 -0.601 -1.072 2.740 -4.828 0.208
S 0.655 1.393 0.257 -0.873 -0.234 0.955
S -1.832 -0.432 0.096 -0.973 0.633 1.674
```
Forces are in eV/Å.

Properties
Frontier orbital gap in eV: 8.9518
Spin multiplicity: 1



Question: spin multiplicity of number 1 (C20H23HfNO6S)?
Answer: 1